(1)
The following is a DFT calculation (ωB97M-V/def2-TZVPD) of a 14-piece molecular cluster, C38H104O34S14 overall at a distorted geometry.

CARTESIAN COORDINATES (ANGSTROEM)
O (-22.2930, 26.7917, 11.2185)
S (-22.8905, 27.5735, 10.2093)
O (-22.4289, 27.4378, 8.8195)
O (-24.5457, 27.3605, 10.3044)
C (-25.0927, 26.9342, 11.5923)
C (-24.8644, 25.4532, 11.7197)
C (-22.7730, 29.3598, 10.7469)
H (-26.1306, 27.2234, 11.4272)
H (-24.8046, 27.5337, 12.4558)
H (-25.7310, 24.9352, 12.1307)
H (-24.0161, 25.3691, 12.3990)
H (-24.6944, 25.0271, 10.7310)
H (-21.7382, 29.6714, 10.8886)
H (-23.4034, 29.5331, 11.6190)
H (-23.3438, 29.9375, 10.0199)
O (-27.6485, 39.4164, 3.7593)
S (-26.1729, 39.1765, 3.7548)
O (-25.2970, 39.8313, 2.7749)
O (-25.6017, 39.4171, 5.2969)
C (-26.2271, 38.7665, 6.3186)
C (-25.8123, 39.6384, 7.5246)
C (-25.9596, 37.3962, 3.5782)
H (-25.8681, 37.7386, 6.3699)
H (-27.3099, 38.8487, 6.2254)
H (-26.3746, 40.5644, 7.6454)
H (-24.7563, 39.9056, 7.4865)
H (-25.9412, 39.0884, 8.4568)
H (-25.7806, 37.0678, 2.5543)
H (-26.8159, 36.9350, 4.0703)
H (-25.0040, 37.1029, 4.0129)
O (-23.9491, 42.9245, 16.9671)
S (-22.9211, 42.0696, 17.6517)
O (-23.2301, 41.3813, 18.8992)
O (-22.5859, 40.8927, 16.5096)
C (-21.5341, 39.9228, 16.8033)
C (-21.1810, 39.1107, 15.5857)
C (-21.3041, 43.0166, 17.6844)
H (-21.7627, 39.2588, 17.6369)
H (-20.6217, 40.4271, 17.1217)
H (-20.8008, 39.8725, 14.9051)
H (-22.0226, 38.5977, 15.1202)
H (-20.3709, 38.3856, 15.6639)
H (-21.4629, 44.0604, 17.9552)
H (-20.8107, 43.0332, 16.7126)
H (-20.5581, 42.4911, 18.2806)
O (-14.2629, 35.2540, 10.5613)
S (-13.4504, 34.6387, 9.4786)
O (-12.9735, 35.4012, 8.3342)
O (-12.1083, 33.8695, 10.1221)
C (-12.3235, 33.0501, 11.3070)
C (-10.9271, 32.7700, 11.9564)
C (-14.4333, 33.1160, 8.9232)
H (-12.8615, 32.1301, 11.0784)
H (-12.9167, 33.6500, 11.9972)
H (-10.2079, 32.4208, 11.2155)
H (-11.1293, 32.0077, 12.7087)
H (-10.4758, 33.6814, 12.3486)
H (-13.8705, 32.4683, 8.2510)
H (-15.3797, 33.5009, 8.5433)
H (-14.6021, 32.6496, 9.8938)
O (-17.6444, 29.4663, 10.4519)
S (-16.7810, 28.3380, 10.0838)
O (-15.5016, 28.5616, 9.4090)
O (-16.4000, 27.3355, 11.3741)
C (-17.3368, 27.1416, 12.3943)
C (-17.4652, 25.6962, 12.7306)
C (-17.7673, 27.2485, 8.9829)
H (-18.2538, 27.7079, 12.2310)
H (-17.0204, 27.6513, 13.3043)
H (-17.8942, 25.1156, 11.9139)
H (-18.1156, 25.6761, 13.6051)
H (-16.5519, 25.1987, 13.0568)
H (-18.3085, 27.8864, 8.2842)
H (-18.4210, 26.7705, 9.7124)
H (-17.0495, 26.5622, 8.5336)
O (-22.6961, 34.8030, 17.8005)
S (-22.1943, 33.4276, 17.8930)
O (-20.8422, 33.0735, 18.2645)
O (-23.2102, 32.6661, 19.0138)
C (-24.5515, 32.5643, 18.8066)
C (-25.1883, 32.6230, 20.1822)
C (-22.6886, 32.4566, 16.3651)
H (-24.7416, 31.5384, 18.4913)
H (-25.1058, 33.2359, 18.1510)
H (-26.1987, 32.2447, 20.0268)
H (-25.1728, 33.6374, 20.5807)
H (-24.6190, 31.8649, 20.7199)
H (-21.8135, 32.4566, 15.7153)
H (-23.5914, 32.9010, 15.9460)
H (-22.7274, 31.4380, 16.7512)
O (-20.4655, 45.7668, 9.1552)
S (-20.0375, 45.4166, 10.5103)
O (-19.7293, 46.4164, 11.5447)
O (-21.0403, 44.3203, 11.1907)
C (-21.6447, 43.2723, 10.3833)
C (-21.6168, 41.9340, 11.2414)
C (-18.5867, 44.2179, 10.3449)
H (-21.1617, 43.2147, 9.4079)
H (-22.6275, 43.7165, 10.2250)
H (-20.5668, 41.6633, 11.3525)
H (-22.0867, 41.1169, 10.6941)
H (-22.3062, 42.0545, 12.0771)
H (-18.2670, 43.7972, 11.2983)
H (-17.7792, 44.8479, 9.9717)
H (-18.9598, 43.4539, 9.6629)
O (-25.6968, 38.3997, 13.4195)
S (-26.2374, 37.1757, 13.9937)
O (-25.4403, 36.0554, 14.5068)
O (-27.3688, 37.6336, 15.1589)
C (-27.4838, 36.8582, 16.3964)
C (-27.9215, 37.7929, 17.5198)
C (-27.3776, 36.6299, 12.7297)
H (-26.5687, 36.3472, 16.6959)
H (-28.2476, 36.0888, 16.2839)
H (-28.8292, 38.3683, 17.3376)
H (-27.1098, 38.5069, 17.6591)
H (-28.0714, 37.2183, 18.4338)
H (-28.0352, 37.4887, 12.5948)
H (-27.8021, 35.7549, 13.2218)
H (-26.6232, 36.5093, 11.9522)
O (-16.9780, 41.9266, 15.3859)
S (-16.1082, 40.7911, 15.1287)
O (-16.5219, 39.3988, 15.2766)
O (-15.6215, 40.9566, 13.6234)
C (-15.2849, 39.7853, 12.9252)
C (-14.5404, 40.2137, 11.6755)
C (-14.4611, 41.0295, 15.9665)
H (-16.1583, 39.1597, 12.7412)
H (-14.6595, 39.1358, 13.5377)
H (-13.5924, 40.6314, 12.0146)
H (-15.0401, 40.9374, 11.0315)
H (-14.2349, 39.3321, 11.1119)
H (-13.8526, 40.1297, 15.8759)
H (-14.7535, 41.3412, 16.9692)
H (-14.0787, 41.8739, 15.3931)
O (-18.1624, 39.9216, 8.1992)
S (-18.2661, 38.9504, 7.0997)
O (-17.9505, 37.5420, 7.3410)
O (-19.6825, 38.9096, 6.3157)
C (-20.3455, 40.1395, 6.0155)
C (-20.8360, 39.9357, 4.5892)
C (-17.2561, 39.5142, 5.7181)
H (-19.6584, 40.9816, 6.0982)
H (-21.2392, 40.1966, 6.6368)
H (-19.9442, 39.7628, 3.9868)
H (-21.3746, 40.8232, 4.2572)
H (-21.4870, 39.0637, 4.5277)
H (-16.2131, 39.3216, 5.9693)
H (-17.3717, 40.5955, 5.6444)
H (-17.6611, 39.0643, 4.8116)
C (-16.0816, 33.4006, 15.0428)
S (-15.6617, 31.6342, 14.9003)
O (-14.1679, 31.7073, 15.1522)
C (-16.6672, 31.0201, 16.3783)
H (-15.8467, 33.7070, 16.0621)
H (-17.1095, 33.6579, 14.7875)
H (-15.3423, 33.9952, 14.5061)
H (-16.5600, 29.9521, 16.5680)
H (-17.7413, 31.1841, 16.2918)
H (-16.3192, 31.5630, 17.2571)
C (-21.4563, 36.3219, 10.3513)
S (-20.9207, 35.1798, 11.7161)
O (-21.8957, 34.0071, 11.6392)
C (-19.3333, 34.7679, 10.8655)
H (-21.4303, 35.8453, 9.3713)
H (-20.8657, 37.2321, 10.2465)
H (-22.5067, 36.5998, 10.4384)
H (-18.9514, 33.9993, 11.5374)
H (-18.7636, 35.6950, 10.9291)
H (-19.4355, 34.4291, 9.8346)
C (-29.2807, 30.9193, 12.6653)
S (-27.6049, 31.5780, 13.2169)
O (-26.8369, 30.4411, 13.8682)
C (-26.8526, 31.8916, 11.5215)
H (-29.3629, 29.8750, 12.9663)
H (-29.3820, 31.0185, 11.5845)
H (-30.1335, 31.3993, 13.1453)
H (-26.0459, 32.6150, 11.6397)
H (-27.5968, 32.3115, 10.8448)
H (-26.4750, 30.9701, 11.0785)
C (-20.9523, 31.3631, 5.3679)
S (-19.7107, 32.3381, 6.2895)
O (-18.4240, 32.4112, 5.5694)
C (-20.6494, 33.9278, 5.8793)
H (-21.9338, 31.4381, 5.8361)
H (-20.5914, 30.3354, 5.3270)
H (-20.9100, 31.4898, 4.2862)
H (-20.0109, 34.7874, 6.0831)
H (-21.5551, 33.9241, 6.4858)
H (-20.9315, 34.1584, 4.8520)

Cartesian forces (eV/Å) of the 6 atoms listed first:
O 0.73 -1.03 1.07
S -1.00 2.23 -1.83
O -1.46 0.32 2.49
O 2.43 0.87 -0.42
C -1.09 0.27 -1.10
C -0.12 0.03 0.77

HOMO level: -9.01 eV
Max |F|: 5.0 eV Å⁻¹
LUMO: -0.43 eV
Molecular weight: 1554.15 g/mol
Energy above the lowest of the compared OMol25 structures with the same formula, charge and spin: 795.78 kJ/mol
Total energy: -9642.493526 Eh

(2)
The following is a DFT calculation (ωB97M-V/def2-TZVPD) of a 12-piece molecular cluster, C38H108N8O12 overall at a distorted geometry.

CARTESIAN COORDINATES (ANGSTROEM)
C (-0.8142, -0.0418, -1.0442)
C (-0.9193, 0.8505, 0.2264)
C (0.2821, 1.8218, 0.2859)
O (-2.0056, 1.8090, 0.1448)
H (-0.6724, 0.6042, -1.9106)
H (-1.6387, -0.7417, -1.1799)
H (0.1384, -0.5700, -1.0040)
H (-0.9595, 0.2146, 1.1107)
H (0.5170, 2.3324, -0.6480)
H (1.1708, 1.2540, 0.5613)
H (0.2762, 2.4931, 1.1447)
H (-2.4463, 1.8689, 0.9956)
C (-9.1303, 3.5848, 5.6429)
C (-8.3951, 3.8837, 4.3028)
C (-8.6482, 5.4068, 3.9018)
O (-8.3767, 6.2731, 4.9858)
C (-8.3290, 7.6228, 4.6202)
N (-6.9786, 3.7283, 4.6131)
H (-10.2078, 3.6606, 5.4967)
H (-8.8587, 4.3281, 6.3926)
H (-8.7895, 2.6030, 5.9714)
H (-8.7831, 3.1870, 3.5597)
H (-9.6985, 5.5108, 3.6298)
H (-8.0547, 5.7443, 3.0521)
H (-7.5193, 7.6750, 3.8924)
H (-8.1414, 8.1902, 5.5317)
H (-9.2613, 7.9423, 4.1544)
H (-6.6929, 4.5668, 5.0983)
H (-6.7516, 2.9219, 5.1772)
C (8.4358, -2.5272, -0.3783)
C (9.2606, -2.9183, 0.9238)
C (10.4155, -3.9076, 0.6020)
O (11.0267, -4.3669, 1.7621)
C (11.9106, -5.4054, 1.5889)
N (9.7401, -1.7307, 1.4278)
H (8.8814, -1.7464, -0.9947)
H (7.3988, -2.2522, -0.1861)
H (8.4477, -3.3718, -1.0672)
H (8.7247, -3.5194, 1.6583)
H (11.1496, -3.5381, -0.1140)
H (9.9018, -4.7778, 0.1933)
H (11.6067, -6.1984, 0.9056)
H (12.1689, -5.8025, 2.5705)
H (12.8155, -4.9405, 1.1976)
H (10.6858, -1.9566, 1.7011)
H (9.3287, -1.6689, 2.3482)
C (-12.8388, -6.6091, 0.4373)
C (-11.3620, -7.1630, 0.6951)
C (-10.3847, -6.0575, 1.0165)
O (-10.3133, -5.3211, -0.1906)
C (-9.2173, -4.4581, -0.2089)
N (-11.3826, -8.0889, 1.7609)
H (-12.8230, -5.6272, -0.0356)
H (-13.4763, -6.4973, 1.3143)
H (-13.3955, -7.2310, -0.2637)
H (-11.1420, -7.6789, -0.2396)
H (-9.4175, -6.4844, 1.2820)
H (-10.6464, -5.4509, 1.8834)
H (-9.1721, -3.6987, 0.5717)
H (-9.1864, -3.8974, -1.1431)
H (-8.2874, -5.0267, -0.2201)
H (-11.2881, -7.4807, 2.5618)
H (-10.5852, -8.7068, 1.7120)
C (3.1666, -7.1873, -4.9160)
C (2.9846, -8.4407, -3.9810)
C (2.4726, -8.1997, -2.5017)
O (3.2757, -7.2343, -1.8506)
C (2.9306, -6.9648, -0.5033)
N (2.0593, -9.2994, -4.6663)
H (2.5427, -7.3308, -5.7982)
H (4.1411, -6.9909, -5.3629)
H (2.7245, -6.3647, -4.3539)
H (3.9895, -8.8458, -3.8615)
H (2.3503, -9.1780, -2.0370)
H (1.4548, -7.8116, -2.4605)
H (1.8972, -6.9544, -0.1567)
H (3.2740, -5.9377, -0.3805)
H (3.4978, -7.5756, 0.1990)
H (1.1138, -9.0706, -4.3948)
H (2.0039, -9.0598, -5.6459)
C (0.1058, -2.9474, 7.1577)
C (0.3205, -3.6777, 8.5018)
C (1.2187, -5.0270, 8.4100)
O (0.6032, -6.0765, 7.6404)
C (1.0593, -7.3321, 7.9512)
N (0.9557, -2.7410, 9.4080)
H (0.9698, -2.5867, 6.5996)
H (-0.5091, -2.0503, 7.2292)
H (-0.3666, -3.7359, 6.5720)
H (-0.6598, -4.0171, 8.8361)
H (1.4749, -5.2974, 9.4343)
H (2.2310, -4.9356, 8.0163)
H (1.1701, -7.6217, 8.9961)
H (2.0141, -7.3412, 7.4254)
H (0.3800, -8.0848, 7.5511)
H (0.9696, -3.0561, 10.3675)
H (0.3690, -1.9297, 9.5412)
C (5.0327, -2.8640, -12.9891)
C (5.2125, -1.4656, -12.4595)
C (5.3341, -1.4923, -10.9388)
O (5.2185, -0.1693, -10.4290)
C (4.6690, -0.0552, -9.0829)
N (6.4927, -1.0776, -13.0178)
H (4.9914, -2.9489, -14.0750)
H (4.0947, -3.3377, -12.6993)
H (5.7328, -3.5769, -12.5536)
H (4.3495, -0.8484, -12.7092)
H (6.3029, -1.8824, -10.6266)
H (4.6450, -2.1781, -10.4459)
H (3.6009, -0.2553, -9.1689)
H (4.7506, 0.9672, -8.7140)
H (5.0730, -0.7442, -8.3412)
H (6.3305, -1.1738, -14.0100)
H (6.5976, -0.0731, -13.0265)
C (-3.2309, 9.5635, 11.8129)
C (-3.8261, 9.3608, 10.3649)
C (-2.7544, 9.1739, 9.2161)
O (-2.4003, 7.7869, 9.3595)
C (-1.1524, 7.4447, 8.8938)
N (-4.7985, 8.2294, 10.4347)
H (-3.8383, 9.0947, 12.5871)
H (-3.1829, 10.6437, 11.9506)
H (-2.2297, 9.1555, 11.9515)
H (-4.4617, 10.2272, 10.1819)
H (-1.9280, 9.8346, 9.4780)
H (-3.1060, 9.3602, 8.2013)
H (-1.1356, 7.7752, 7.8553)
H (-0.8726, 6.3947, 8.9787)
H (-0.4480, 8.0656, 9.4474)
H (-5.1234, 8.1552, 9.4812)
H (-4.1656, 7.4500, 10.3245)
C (6.3928, 7.5248, -1.8734)
C (5.9952, 7.8055, -3.3342)
C (6.7697, 6.8852, -4.3319)
O (8.1625, 6.7347, -4.0863)
C (8.9785, 6.1754, -5.0515)
N (4.5667, 7.6684, -3.4859)
H (6.0622, 6.5491, -1.5172)
H (6.0012, 8.1874, -1.1016)
H (7.4640, 7.5686, -1.6770)
H (6.2990, 8.8333, -3.5324)
H (6.5246, 7.0621, -5.3792)
H (6.3153, 5.9200, -4.1083)
H (10.0362, 6.1885, -4.7886)
H (8.7980, 6.7794, -5.9407)
H (8.5294, 5.2348, -5.3703)
H (4.3641, 6.7780, -3.0544)
H (4.4287, 7.5634, -4.4809)
C (-3.3972, 7.8786, -2.7184)
O (-3.4907, 6.4951, -2.9829)
H (-2.5837, 8.2754, -2.1112)
H (-3.3176, 8.3820, -3.6819)
H (-4.3878, 8.1856, -2.3827)
H (-3.3349, 5.9860, -2.1840)
C (-3.6230, -6.6757, -5.8217)
O (-3.3237, -7.9301, -6.3206)
H (-3.5604, -6.5789, -4.7378)
H (-3.0520, -5.9244, -6.3673)
H (-4.6308, -6.4314, -6.1574)
H (-3.5452, -7.8697, -7.2527)
C (-1.5280, 5.1081, -8.7348)
O (-0.6405, 4.8582, -7.6150)
H (-1.6720, 4.2110, -9.3369)
H (-2.5007, 5.3593, -8.3119)
H (-1.2801, 5.9537, -9.3764)
H (-1.0709, 5.0047, -6.7695)

Cartesian forces (eV/Å) of the 6 atoms listed first:
C 0.32 0.91 0.65
C 0.74 1.76 -1.16
C 1.29 -1.56 0.96
O -0.72 -1.13 -0.20
H -0.53 0.06 -0.12
H 0.03 0.16 0.03

HOMO level: -8.98 eV
Max |F|: 3.9 eV Å⁻¹
LUMO: 0.48 eV
Molecular weight: 869.33 g/mol
Energy above the lowest of the compared OMol25 structures with the same formula, charge and spin: 669.08 kJ/mol
Total energy: -2853.071736 Eh